Model i:
Entry from the Open Molecules 2025 dataset: a cluster of 2 separate species, C4H10NO2S in total (ωB97M-V with the def2-TZVPD basis set).

## Properties
gap between HOMO and LUMO = 6.908 eV
net charge = -1
HOMO energy = -3.10 eV
LUMO energy = 0.140 Ha

Positions of all 18 atoms, in Å:
C 0.55 1.39 -0.54
C 1.33 0.50 -1.54
S 1.68 -1.16 -0.87
C -0.87 0.95 -0.32
N -1.19 0.47 0.93
C -0.24 -0.08 1.88
O -1.75 1.07 -1.16
H 1.12 1.36 0.39
H 0.57 2.42 -0.92
H 0.86 0.52 -2.53
H 2.31 0.98 -1.61
H -2.10 0.04 0.93
H 0.60 -0.55 1.37
H -0.70 -0.86 2.50
H 0.08 0.70 2.58
H -1.38 -2.19 -0.57
H 0.04 -2.61 -0.28
O -0.89 -2.95 -0.24

***

Model ii:
Entry from the Open Molecules 2025 dataset: a cluster of 2 separate species, C4H10NO2S in total (ωB97M-V with the def2-TZVPD basis set).

## Properties
gap between HOMO and LUMO = 6.950 eV
net charge = -1
HOMO energy = -3.11 eV
LUMO energy = 0.141 Ha

Positions of all 18 atoms, in Å:
C -1.23 1.48 1.42
N -1.21 0.78 0.14
C 0.02 0.00 -0.21
C 0.16 -1.28 0.60
S 1.80 -1.04 1.36
C 1.35 0.72 -0.27
O 1.97 0.60 -1.33
H -0.95 0.84 2.28
H -2.27 1.72 1.64
H -0.61 2.37 1.47
H -2.00 0.14 0.11
H -0.29 -0.18 -1.22
H 0.06 -2.17 -0.02
H -0.69 -1.42 1.29
H 1.45 1.60 0.38
H 0.56 -1.60 -3.27
H 1.22 -0.90 -2.05
O 0.65 -1.66 -2.32

***

Need the numbers? Relative energies in kJ/mol: model i 0.0; model ii 201.9.

***

Model i:
Entry from the Open Molecules 2025 dataset: a cluster of 2 separate species, C2H3N3O2 in total (ωB97M-V with the def2-TZVPD basis set).

## Properties
gap between HOMO and LUMO (spin up / spin down) = 8.667 / 8.668 eV
HOMO energy (spin up / spin down) = -9.52 / -9.52 eV
LUMO energy (spin up / spin down) = -0.031 / -0.031 Ha

Positions of all 10 atoms, in Å:
N -1.88 -0.08 -0.09
C -0.54 -0.01 0.12
N -0.10 -1.30 0.73
O 1.03 -1.27 1.14
C 2.62 -0.13 -0.48
O 3.26 0.61 0.09
N 0.31 0.89 -0.14
H -2.32 0.61 -0.68
H -2.32 -0.98 -0.03
H -0.07 1.66 -0.67

***

Model ii:
Entry from the Open Molecules 2025 dataset: the molecule C2H3N3O2 (ωB97M-V with the def2-TZVPD basis set).

## Properties
gap between HOMO and LUMO = 9.002 eV
SMILES = N=C=NC(=O)ON
HOMO energy = -9.22 eV
LUMO energy = -0.008 Ha

Positions of all 10 atoms, in Å:
N -0.34 -0.65 -3.31
C -0.50 -0.31 -2.20
N -0.47 0.54 -0.74
C 0.09 -0.01 0.34
O 0.97 -0.82 0.50
O -0.52 0.66 1.37
N 0.05 0.49 2.65
H -0.50 -1.23 -4.10
H 0.33 1.42 2.97
H 0.88 -0.09 2.52

***

Model iii:
Entry from the Open Molecules 2025 dataset: a cluster of 2 separate species, C2H3N3O2 in total (ωB97M-V with the def2-TZVPD basis set).

## Properties
gap between HOMO and LUMO (spin up / spin down) = 6.030 / 6.049 eV
HOMO energy (spin up / spin down) = -7.71 / -7.73 eV
LUMO energy (spin up / spin down) = -0.062 / -0.062 Ha

Positions of all 10 atoms, in Å:
C -2.24 -0.53 0.17
C -1.36 -1.53 0.15
N -1.85 0.78 0.04
N 0.50 1.12 -0.04
N -0.69 1.19 0.09
O -0.61 -2.36 0.34
O 2.40 -0.44 -0.16
H -3.22 -0.61 -0.11
H 1.18 1.31 0.66
H 2.56 -1.27 -0.54

***

Model iv:
Entry from the Open Molecules 2025 dataset: the molecule C2H3N3O2 (ωB97M-V with the def2-TZVPD basis set).

## Properties
gap between HOMO and LUMO = 9.672 eV
SMILES = Nc1noc(=O)[nH]1
HOMO energy = -9.21 eV
LUMO energy = 0.017 Ha

Positions of all 10 atoms, in Å:
N 1.52 0.71 -0.75
C 0.33 0.36 -0.21
N -0.60 0.35 -1.12
O -1.60 -0.48 -0.63
C -1.30 -0.84 0.64
O -1.96 -1.56 1.33
N -0.08 -0.23 0.94
H 1.04 0.84 -1.69
H 2.20 1.30 -0.28
H 0.45 -0.46 1.77

***

Need the numbers? Relative energies in kJ/mol: model i 167.1; model ii 361.5; model iii 669.7; model iv 0.0.

***

Model i:
Entry from the Open Molecules 2025 dataset: a cluster of 14 separate species, C24H76O14 in total (ωB97M-V with the def2-TZVPD basis set).

## Properties
gap between HOMO and LUMO = 8.928 eV
HOMO energy = -9.36 eV
LUMO energy = -0.016 Ha

Positions of all 114 atoms, in Å:
O -13.99 -18.94 -15.38
H -13.43 -19.52 -14.85
H -13.50 -18.81 -16.20
O -16.28 -17.42 -15.19
H -15.92 -16.53 -15.22
H -15.48 -18.00 -15.21
O -18.49 -14.01 -12.06
H -18.19 -14.85 -12.46
H -18.72 -13.45 -12.80
O -17.99 -16.57 -13.13
H -17.54 -17.01 -13.88
H -18.92 -16.81 -13.22
O -16.83 -20.54 -16.18
H -16.35 -20.28 -16.97
H -16.65 -19.85 -15.54
O -18.61 -18.56 -8.53
H -18.08 -18.44 -9.34
H -19.19 -17.80 -8.50
C -16.77 -21.20 -6.26
C -16.11 -22.55 -6.34
C -15.06 -22.53 -7.44
O -15.50 -22.83 -5.08
H -16.08 -20.40 -5.98
H -17.70 -21.05 -5.71
H -17.08 -20.95 -7.29
H -16.82 -23.33 -6.60
H -15.45 -22.29 -8.43
H -14.54 -23.48 -7.59
H -14.26 -21.80 -7.28
H -15.00 -23.64 -5.14
C -14.57 -17.87 -5.40
C -13.42 -18.31 -6.28
C -12.90 -17.16 -7.14
O -12.34 -18.85 -5.51
H -14.44 -16.86 -5.01
H -14.80 -18.54 -4.56
H -15.46 -17.88 -6.04
H -13.72 -19.08 -7.00
H -12.09 -17.47 -7.80
H -12.57 -16.32 -6.52
H -13.67 -16.73 -7.80
H -12.13 -18.18 -4.85
C -15.30 -19.36 -10.12
C -15.89 -18.62 -11.30
C -16.21 -19.64 -12.41
O -17.12 -18.05 -10.85
H -14.28 -19.63 -10.41
H -15.88 -20.25 -9.88
H -15.20 -18.73 -9.23
H -15.25 -17.83 -11.69
H -16.98 -20.29 -12.00
H -15.32 -20.23 -12.66
H -16.62 -19.19 -13.31
H -17.53 -17.51 -11.55
C -15.34 -14.99 -10.46
C -16.16 -14.68 -9.20
C -15.33 -14.14 -8.04
O -17.19 -13.76 -9.51
H -15.00 -14.07 -10.93
H -15.94 -15.59 -11.14
H -14.41 -15.50 -10.18
H -16.59 -15.65 -8.91
H -14.77 -13.30 -8.47
H -14.62 -14.91 -7.76
H -15.91 -13.78 -7.20
H -17.62 -13.97 -10.35
C -21.86 -21.07 -11.90
C -20.35 -20.77 -11.95
C -19.69 -21.24 -10.66
O -19.76 -21.32 -13.10
H -22.37 -20.66 -12.78
H -22.26 -20.70 -10.96
H -22.13 -22.13 -11.85
H -20.33 -19.68 -12.00
H -20.08 -20.72 -9.78
H -18.62 -21.03 -10.60
H -19.87 -22.31 -10.51
H -19.89 -22.27 -13.14
C -16.57 -23.49 -13.72
C -16.86 -24.31 -14.98
C -17.69 -25.52 -14.71
O -17.57 -23.51 -15.93
H -17.45 -23.19 -13.16
H -15.99 -22.62 -14.03
H -15.95 -24.12 -13.07
H -15.93 -24.64 -15.47
H -17.82 -26.16 -15.60
H -18.75 -25.29 -14.54
H -17.33 -26.17 -13.91
H -17.21 -22.61 -15.90
C -10.57 -20.41 -10.63
C -10.64 -21.81 -10.03
C -12.10 -22.26 -9.91
O -9.97 -22.68 -10.94
H -11.35 -19.81 -10.14
H -10.80 -20.50 -11.69
H -9.62 -19.90 -10.47
H -10.17 -21.77 -9.04
H -12.15 -23.26 -9.51
H -12.63 -22.09 -10.85
H -12.60 -21.58 -9.21
H -10.31 -23.57 -10.84
C -11.98 -17.18 -12.53
C -11.18 -16.16 -11.73
C -9.76 -16.70 -11.45
O -11.08 -14.92 -12.41
H -11.54 -17.24 -13.53
H -13.00 -16.85 -12.72
H -11.91 -18.17 -12.07
H -11.67 -15.97 -10.78
H -9.28 -16.94 -12.40
H -9.73 -17.50 -10.73
H -9.22 -15.87 -10.98
H -10.32 -14.97 -13.00

***

Model ii:
Entry from the Open Molecules 2025 dataset: a cluster of 14 separate species, C24H76O14 in total (ωB97M-V with the def2-TZVPD basis set).

## Properties
gap between HOMO and LUMO = 9.799 eV
HOMO energy = -9.51 eV
LUMO energy = 0.010 Ha

Positions of all 114 atoms, in Å:
C -46.25 5.86 -1.41
O -45.32 5.24 -0.54
H -46.16 5.43 -2.42
H -47.29 5.74 -1.09
H -46.02 6.93 -1.45
H -45.81 4.69 0.08
C -49.63 -1.59 -6.15
O -48.92 -1.12 -7.30
H -50.65 -1.90 -6.43
H -49.08 -2.46 -5.80
H -49.68 -0.85 -5.35
H -49.46 -0.35 -7.56
C -53.25 5.59 -6.24
O -52.05 4.85 -6.01
H -53.23 6.63 -5.93
H -53.56 5.53 -7.29
H -54.07 5.11 -5.69
H -51.81 4.43 -6.86
C -46.55 5.85 -7.25
O -45.28 5.46 -6.78
H -47.38 5.25 -6.87
H -46.78 6.91 -7.09
H -46.58 5.88 -8.35
H -44.79 5.09 -7.51
C -50.67 4.21 -9.44
O -50.82 3.62 -8.14
H -51.26 3.58 -10.12
H -51.10 5.21 -9.42
H -49.65 4.08 -9.81
H -50.50 2.71 -8.19
C -45.73 -0.58 -2.94
O -46.41 0.47 -2.25
H -44.77 -0.21 -3.30
H -45.65 -1.43 -2.26
H -46.26 -0.93 -3.82
H -47.27 0.62 -2.65
C -50.84 3.53 -1.02
O -50.90 2.22 -1.54
H -49.89 3.74 -0.53
H -50.97 4.37 -1.71
H -51.63 3.64 -0.27
H -50.41 1.61 -0.97
C -53.00 1.71 -3.92
O -52.44 0.91 -4.97
H -53.91 2.22 -4.25
H -53.25 1.10 -3.05
H -52.28 2.46 -3.61
H -52.53 0.00 -4.67
C -44.83 2.42 0.01
O -44.85 1.00 0.01
H -43.96 2.78 -0.55
H -45.73 2.84 -0.44
H -44.74 2.76 1.04
H -45.30 0.71 -0.79
C -49.33 2.65 -5.45
C -48.35 2.09 -4.43
C -47.80 3.19 -3.53
O -49.16 1.19 -3.62
H -49.72 1.92 -6.15
H -48.97 3.57 -5.91
H -50.23 2.99 -4.92
H -47.57 1.50 -4.91
H -47.34 4.02 -4.09
H -47.00 2.84 -2.88
H -48.64 3.63 -3.00
H -50.00 1.65 -3.52
C -45.80 1.43 -7.60
C -46.99 1.92 -8.43
C -46.66 2.94 -9.47
O -47.52 0.76 -9.13
H -46.13 0.79 -6.79
H -45.27 2.30 -7.19
H -45.14 0.86 -8.25
H -47.86 2.21 -7.84
H -47.50 2.92 -10.17
H -45.78 2.67 -10.06
H -46.53 3.93 -9.03
H -47.80 0.09 -8.50
C -50.26 -1.57 -1.71
C -50.92 -0.94 -0.51
C -51.24 -2.00 0.56
O -50.03 0.00 0.12
H -49.39 -2.18 -1.44
H -49.93 -0.83 -2.45
H -50.99 -2.15 -2.28
H -51.90 -0.51 -0.74
H -51.76 -2.85 0.10
H -51.87 -1.57 1.34
H -50.37 -2.42 1.06
H -49.23 -0.50 0.29
C -52.36 -0.94 -8.60
C -52.12 0.56 -8.55
C -53.38 1.36 -8.27
O -51.18 0.84 -7.46
H -53.10 -1.13 -9.37
H -52.73 -1.34 -7.65
H -51.39 -1.42 -8.74
H -51.58 0.98 -9.40
H -54.18 1.15 -8.99
H -53.20 2.43 -8.40
H -53.77 1.19 -7.27
H -51.66 0.76 -6.62
C -49.31 6.55 -3.80
C -50.53 7.48 -3.86
C -50.49 8.31 -5.16
O -51.73 6.72 -3.82
H -48.44 7.20 -3.69
H -49.24 5.93 -4.70
H -49.33 5.86 -2.96
H -50.45 8.10 -2.97
H -50.69 7.61 -5.97
H -49.50 8.73 -5.32
H -51.27 9.06 -5.11
H -51.67 6.09 -4.56

***

Need the numbers? Relative energies in kJ/mol: model i 0.0; model ii 386.5.